No. 1
{
  "formula": "C10H32N4O10",
  "method": "ωB97M-V/def2-TZVPD",
  "e_above_lowest_kj_mol": 205.7,
  "smiles": "NC(N)=O.NC(N)=O.OCCO.OCCO.OCCO.OCCO",
  "homo_energy_ev": -9.145,
  "gap_ev": 9.15,
  "total_energy_ha": -1371.56215,
  "symbols": ["N", "C", "N", "O", "H", "H", "H", "H", "N", "C", "N", "O", "H", "H", "H", "H", "O", "C", "C", "O", "H", "H", "H", "H", "H", "H", "O", "C", "C", "O", "H", "H", "H", "H", "H", "H", "O", "C", "C", "O", "H", "H", "H", "H", "H", "H", "O", "C", "C", "O", "H", "H", "H", "H", "H", "H"],
  "coordinates": [[24.306850, -3.862280, 2.647970], [23.736590, -4.491720, 3.681190], [23.660980, -3.695020, 4.738920], [23.375140, -5.584230, 3.737220], [24.869810, -3.035280, 2.786740], [24.321180, -4.245790, 1.713720], [23.275940, -4.095340, 5.582470], [23.728070, -2.688400, 4.690760], [21.846740, -6.039770, -1.227230], [22.767070, -5.882570, -0.338460], [22.418560, -6.405530, 0.803810], [23.790000, -5.283420, -0.607560], [21.162070, -6.734540, -0.965250], [21.830780, -5.670670, -2.167230], [21.527310, -6.863100, 0.931850], [23.147650, -6.522140, 1.492960], [23.911410, 0.226320, 7.543620], [25.225220, 0.302060, 7.099010], [25.227690, 0.534420, 5.602490], [24.527060, -0.494170, 4.884890], [23.537700, 1.074430, 7.293310], [25.701680, 1.134020, 7.617590], [25.802160, -0.538350, 7.484960], [26.226780, 0.717740, 5.207130], [24.683140, 1.472490, 5.494900], [23.604310, -0.436450, 5.143320], [26.438100, -4.603370, -1.218040], [27.108580, -4.895730, 0.026990], [27.246440, -6.428870, 0.222810], [28.297320, -7.079670, -0.462760], [25.487720, -4.715720, -1.142170], [28.124140, -4.517470, 0.143860], [26.611200, -4.428900, 0.877150], [26.294210, -6.886240, -0.045850], [27.207320, -6.620090, 1.295190], [28.633590, -7.724470, 0.163940], [20.317080, -6.890300, 7.523910], [21.626430, -6.913950, 6.923660], [21.883230, -8.110200, 5.949880], [21.836600, -9.369330, 6.577470], [20.164990, -6.027670, 7.916760], [21.966370, -5.946330, 6.554540], [22.201900, -7.102850, 7.829880], [22.868200, -8.160070, 5.485720], [21.183070, -7.919970, 5.136440], [21.664190, -10.074220, 5.948970], [26.194650, -1.933920, 3.628530], [27.346550, -2.238450, 4.391440], [27.162200, -3.369460, 5.365600], [27.218320, -4.547370, 4.523240], [25.587400, -1.383210, 4.128100], [28.221120, -2.249320, 3.740980], [27.320300, -1.389970, 5.075170], [26.243810, -3.485050, 5.941200], [27.994550, -3.391130, 6.069030], [26.469380, -4.445990, 3.931290]],
  "atomic_forces_ev_per_a": [[0.8, 0.5, -2.3], [1.8, 4.7, -0.7], [-0.4, 2.0, 3.1], [-2.3, -7.0, -0.4], [0.0, 0.0, 0.1], [-0.1, -0.3, 0.2], [0.1, 0.1, -0.2], [0.1, -0.4, -0.1], [-4.1, -1.2, -3.1], [1.7, 1.3, -1.0], [0.4, -1.3, 3.4], [1.6, 0.8, 0.8], [-0.2, 0.3, -0.8], [0.4, -0.1, 0.4], [0.5, 0.2, 0.2], [-0.4, 0.0, 0.4], [-1.0, -0.4, 0.2], [1.2, 0.2, 0.4], [-0.2, 0.3, 0.5], [0.2, 0.8, 0.5], [-0.5, 0.1, 0.3], [0.3, 0.5, -0.3], [-0.3, -0.5, -0.5], [-0.1, -0.5, -0.2], [-0.1, 0.2, -0.4], [-0.1, -0.1, 0.1], [1.8, 0.6, 0.5], [-0.3, -1.4, -0.7], [-1.8, 0.6, 0.7], [0.2, 0.4, 0.4], [-0.2, -0.3, 0.5], [0.1, 0.5, -1.1], [-0.5, -0.3, 0.1], [-0.2, 0.1, -0.6], [0.9, 0.0, 0.4], [0.2, -0.1, -0.2], [-0.5, -0.2, -1.4], [1.1, -1.4, 1.9], [0.0, 1.1, -0.4], [-1.0, -0.3, 1.0], [0.1, 0.0, -0.1], [-0.3, -0.2, -0.6], [1.0, -0.1, -0.2], [0.2, 1.5, 0.0], [-0.4, -0.7, -0.2], [-0.1, 0.2, -0.1], [0.3, -1.2, -1.7], [-1.7, 2.4, 2.1], [0.8, -2.0, -1.9], [0.3, -0.4, 0.8], [-0.1, 0.0, 0.1], [0.0, -0.4, 0.4], [1.4, 0.7, 0.1], [-0.2, 1.0, -0.1], [0.2, -0.2, -0.1], [-0.2, -0.2, -0.3]],
  "lowdin_charge": [0.1883, -0.7985, 0.1752, 0.0920, 0.0668, 0.0854, 0.1043, 0.0809, 0.1696, -0.7598, 0.1878, 0.0340, 0.1083, 0.1303, 0.1182, 0.1013, -0.0443, -0.2668, -0.1888, -0.0788, 0.0913, 0.1222, 0.1262, 0.1306, 0.1226, 0.1093, -0.0797, -0.2105, -0.2615, -0.0492, 0.0174, 0.1135, 0.0887, 0.1037, 0.1084, 0.0787, -0.0785, -0.2111, -0.2420, -0.0636, 0.0747, 0.0950, 0.1081, 0.1135, 0.1110, 0.0851, -0.1035, -0.2195, -0.2091, -0.0809, -0.0023, 0.1374, 0.0968, 0.1110, 0.1187, 0.0425]
}

No. 2
{
  "formula": "C40H40BrFIrN8O3",
  "method": "ωB97M-V/def2-TZVPD",
  "spin_multiplicity": 2,
  "e_above_lowest_kj_mol": 86.6,
  "homo_energy_ev": [-16.924, -16.919],
  "charge": 4,
  "gap_ev": [6.86, 4.53],
  "total_energy_ha": -4988.98701,
  "symbols": ["Ir", "C", "N", "C", "C", "C", "C", "C", "C", "N", "C", "C", "C", "C", "C", "C", "N", "C", "C", "C", "C", "C", "N", "H", "H", "H", "H", "H", "H", "H", "H", "H", "H", "H", "H", "H", "H", "H", "H", "H", "H", "F", "C", "C", "C", "C", "O", "C", "C", "N", "C", "C", "C", "C", "C", "C", "N", "C", "C", "N", "C", "C", "C", "O", "O", "H", "H", "H", "H", "H", "H", "H", "H", "H", "H", "H", "H", "H", "H", "H", "H", "H", "H", "Br", "C", "C", "C", "N", "C", "C", "H", "H", "H", "H"],
  "coordinates": [[-2.199620, -0.101471, 1.961792], [-5.035002, -0.388186, 2.597029], [-4.185423, 0.281395, 1.554312], [-4.484808, -0.213097, 0.167157], [-3.669633, -1.432290, -0.149489], [-4.097974, -2.387956, -1.048595], [-3.269734, -3.462988, -1.337088], [-2.037181, -3.551555, -0.707276], [-1.664286, -2.564954, 0.182050], [-2.458497, -1.515698, 0.445857], [-4.412190, 1.755766, 1.663128], [-3.642241, 2.286894, 2.832669], [-4.016344, 3.465148, 3.444793], [-3.197241, 4.015631, 4.418957], [-2.014410, 3.367924, 4.730521], [-1.710010, 2.178472, 4.100221], [-2.521661, 1.614208, 3.189547], [-4.431467, -1.682205, 3.025212], [-5.181426, -2.752716, 3.472026], [-4.527692, -3.910260, 3.866593], [-3.143008, -3.964340, 3.771048], [-2.458467, -2.859836, 3.312809], [-3.089162, -1.718405, 2.978909], [-6.042620, -0.519828, 2.202932], [-5.096601, 0.286629, 3.453665], [-4.215000, 0.589305, -0.522260], [-5.553466, -0.404642, 0.068598], [-5.068681, -2.290377, -1.516272], [-3.588606, -4.225049, -2.036004], [-1.369723, -4.381313, -0.891350], [-0.712376, -2.579263, 0.689723], [-5.482618, 1.943291, 1.766097], [-4.050721, 2.224853, 0.748555], [-4.932065, 3.957253, 3.144906], [-3.471382, 4.940317, 4.909306], [-1.322414, 3.773060, 5.454999], [-0.784439, 1.675856, 4.320672], [-6.260463, -2.681078, 3.505877], [-5.089673, -4.762443, 4.225834], [-2.594680, -4.855309, 4.042895], [-1.382631, -2.865771, 3.216563], [4.877412, -1.704358, -1.108795], [3.940099, -0.886219, -1.613746], [2.789368, -0.732103, -0.902986], [1.746441, 0.073710, -1.380514], [0.510661, 0.221855, -0.627333], [0.332703, -0.413533, 0.444491], [-0.462437, 1.076178, -1.215604], [-0.219799, 1.652922, -2.445993], [0.912919, 1.518094, -3.124898], [1.048630, 2.151909, -4.433324], [1.985682, 3.314866, -4.587820], [0.504434, 3.531184, -4.636184], [1.934978, 0.713812, -2.614327], [3.124588, 0.548398, -3.329261], [4.163106, -0.254696, -2.865068], [5.335623, -0.411629, -3.590786], [5.346717, -0.354772, -5.046224], [6.422771, 0.617089, -5.522542], [7.650784, 0.469633, -4.642455], [7.711267, -0.885494, -3.999410], [6.536862, -1.052654, -3.036612], [-1.740889, 1.437146, -0.578506], [-2.675898, 1.875720, -1.205518], [-1.817846, 1.413280, 0.773189], [2.681667, -1.268147, 0.030077], [-0.982842, 2.267651, -2.904104], [0.959488, 1.439696, -5.243911], [2.550075, 3.387062, -5.507051], [2.498306, 3.658775, -3.699182], [0.035767, 3.736643, -5.587182], [0.060317, 4.043021, -3.793677], [3.237359, 1.087500, -4.255757], [4.388611, -0.033426, -5.440469], [5.521696, -1.353663, -5.456489], [6.101371, 1.653140, -5.444084], [6.719757, 0.412927, -6.549248], [7.640485, 1.186810, -3.915397], [8.496080, 0.634003, -5.193088], [8.656410, -0.978269, -3.469228], [7.702487, -1.612328, -4.808583], [6.779764, -0.590784, -2.080523], [6.409815, -2.123375, -2.866067], [2.348371, -0.684932, 7.035627], [1.173044, -0.591280, 5.605796], [-0.197138, -0.767559, 5.794177], [-1.032898, -0.690432, 4.708286], [-0.599615, -0.477274, 3.441307], [0.720388, -0.273473, 3.275999], [1.622656, -0.323004, 4.320251], [-0.609482, -0.946685, 6.777385], [-2.096143, -0.776759, 4.863444], [1.050890, -0.070834, 2.273302], [2.670798, -0.150334, 4.121728]],
  "atomic_forces_ev_per_a": [[-0.6, 0.9, 0.5], [0.0, 0.0, 0.0], [0.0, -0.1, -0.2], [-0.1, 0.0, 0.0], [0.0, 0.0, 0.0], [0.0, 0.0, 0.0], [0.0, 0.0, 0.0], [0.0, 0.0, 0.0], [0.1, 0.1, -0.1], [0.2, 0.0, 0.0], [0.0, 0.0, 0.0], [0.0, 0.0, 0.0], [0.0, 0.0, 0.0], [0.0, 0.0, 0.0], [0.0, 0.0, 0.0], [0.0, 0.0, 0.0], [0.1, 0.0, 0.0], [-0.1, 0.0, 0.0], [0.0, 0.0, 0.0], [0.0, 0.0, 0.0], [0.0, 0.0, 0.0], [0.1, 0.0, 0.0], [0.0, 0.0, -0.1], [0.0, 0.0, 0.0], [0.0, 0.0, 0.0], [0.0, 0.0, 0.0], [0.0, 0.0, 0.0], [0.0, 0.0, 0.0], [0.0, 0.0, 0.0], [0.0, 0.0, 0.0], [0.1, 0.0, 0.0], [0.0, 0.0, 0.0], [0.0, 0.0, 0.0], [0.0, 0.0, 0.0], [0.0, 0.0, 0.0], [0.0, 0.0, 0.0], [0.0, 0.0, 0.0], [0.0, 0.0, 0.0], [0.0, 0.0, 0.0], [0.0, 0.0, 0.0], [0.0, 0.0, 0.0], [0.0, 0.0, 0.0], [0.0, 0.0, -0.1], [-0.1, 0.0, 0.0], [0.2, 0.1, -0.2], [0.2, -0.6, 0.7], [-0.1, 0.2, -0.3], [-0.2, 0.2, 0.2], [-0.1, 0.1, 0.0], [-0.1, 0.1, 0.0], [0.0, 0.0, 0.0], [0.0, 0.0, 0.0], [0.0, 0.0, 0.0], [0.2, -0.1, 0.1], [0.0, 0.0, 0.0], [-0.1, -0.1, 0.1], [0.1, 0.0, 0.0], [0.0, 0.0, 0.0], [0.0, 0.0, 0.0], [0.0, 0.0, 0.0], [0.0, 0.0, 0.0], [0.0, 0.0, 0.0], [0.4, 0.1, -0.7], [-0.2, -0.1, 0.1], [0.4, -0.7, 0.5], [0.0, 0.0, 0.0], [0.0, 0.0, 0.0], [0.0, 0.0, 0.0], [0.0, 0.0, 0.0], [0.0, 0.0, 0.0], [0.0, 0.0, 0.0], [0.0, 0.0, 0.0], [0.0, 0.0, 0.0], [0.0, 0.0, 0.0], [0.0, 0.0, 0.0], [0.0, 0.0, 0.0], [0.0, 0.0, 0.0], [0.0, 0.0, 0.0], [0.0, 0.0, 0.0], [0.0, 0.0, 0.0], [0.0, 0.0, 0.0], [0.0, 0.0, 0.0], [0.0, 0.0, 0.0], [0.0, 0.0, 0.0], [0.0, 0.0, 0.0], [0.0, 0.0, 0.0], [0.0, 0.0, 0.0], [-0.1, -0.1, -0.2], [0.0, 0.0, -0.1], [0.0, 0.0, 0.0], [0.0, 0.0, 0.0], [0.0, 0.0, 0.0], [0.0, 0.0, -0.2], [0.0, 0.0, 0.0]],
  "lowdin_charge": [1.6739, -0.0509, -0.2328, -0.0506, -0.2165, 0.0377, 0.0194, 0.0069, -0.0855, -0.0406, -0.0760, -0.2360, 0.0389, 0.0250, 0.0122, -0.0646, -0.0188, -0.2265, 0.0449, 0.0297, 0.0163, -0.1010, -0.0686, 0.1561, 0.1523, 0.1218, 0.1563, 0.1426, 0.1390, 0.1324, 0.1188, 0.1614, 0.1313, 0.1441, 0.1414, 0.1351, 0.1067, 0.1444, 0.1425, 0.1370, 0.1224, 0.0861, -0.1779, 0.0871, -0.0552, -0.2874, -0.0734, -0.0277, 0.0681, 0.0352, -0.2438, -0.0774, -0.0638, -0.0997, 0.0747, -0.1118, -0.0648, -0.1189, -0.0540, 0.0806, -0.0732, -0.1117, -0.4872, 0.1143, -0.1633, 0.1396, 0.1574, 0.1630, 0.1147, 0.1206, 0.1235, 0.1148, 0.1034, 0.1262, 0.1428, 0.1386, 0.1463, 0.1885, 0.1931, 0.1501, 0.1432, 0.1377, 0.1407, 0.9364, -0.6711, -0.0580, -0.1681, -0.0938, -0.0812, -0.0540, 0.1303, 0.1158, 0.0968, 0.1258]
}

No. 3
{
  "formula": "C5H7N3",
  "method": "ωB97M-V/def2-TZVPD",
  "e_above_lowest_kj_mol": 637.6,
  "homo_energy_ev": -8.360,
  "gap_ev": 9.34,
  "total_energy_ha": -358.77551,
  "symbols": ["C", "C", "C", "C", "C", "H", "H", "H", "H", "H", "H", "H", "N", "N", "N"],
  "coordinates": [[-0.901255, 0.414093, -2.008937], [-0.561773, -1.400110, -0.059061], [0.173103, -0.531848, 0.910414], [0.599239, -0.032290, 2.117063], [0.530898, 0.301672, -0.081241], [-1.612412, 1.031504, -1.413396], [-1.666943, -0.247498, -2.524468], [-0.238502, 0.799531, -3.022792], [-1.628089, -1.121584, 0.302069], [0.086059, -2.369832, -0.275032], [0.651369, -0.695757, 3.079401], [2.149472, 1.754798, 2.044141], [0.079064, -0.391739, -1.192737], [1.211359, 1.104177, 1.717167], [1.128410, 1.384882, 0.407411]],
  "atomic_forces_ev_per_a": [[0.7, -1.5, -3.1], [1.4, 0.2, -0.6], [0.0, -1.3, 1.5], [0.4, -3.2, 0.9], [1.3, 2.3, 1.6], [1.3, 0.6, -0.4], [1.2, 0.1, 0.6], [-2.1, -0.1, 3.3], [1.1, -1.8, -1.8], [-2.8, 1.2, 0.6], [0.1, 2.4, -1.6], [-4.0, -2.9, -0.1], [-3.1, -0.1, -0.6], [4.4, 4.4, 1.9], [0.2, -0.2, -2.2]],
  "lowdin_charge": [-0.1107, -0.0176, -0.2628, -0.0697, -0.4302, 0.0766, 0.0648, 0.1458, 0.1503, 0.1524, 0.1479, 0.2503, -0.0650, -0.1037, 0.0717]
}